Below is a cluster of 11 separate species, C32H82BN14O18 in total at a distorted geometry, with properties calculated with ωB97M-V with the def2-TZVPD basis set.

Last column: Mulliken charge in e.
CARTESIAN COORDINATES (ANGSTROEM)
O: 1.018 -1.928 3.136  -0.732
C: 0.898 -1.514 2.015  -0.274
O: -0.009 -0.677 1.563  -0.415
B: 0.297 -0.284 0.182  1.200
O: 1.420 -1.180 -0.206  -0.176
C: 1.775 -1.932 0.816  0.563
O: 2.672 -2.728 0.811  -0.430
O: 0.695 1.143 0.037  -0.671
C: -0.216 1.750 -0.694  0.720
O: -0.255 2.911 -0.994  -0.539
C: -1.239 0.706 -1.180  0.421
O: -0.838 -0.464 -0.710  -0.702
O: -2.165 0.910 -1.905  -0.488
C: -3.935 1.324 3.629  -1.730
C: -3.312 1.417 2.234  1.421
C: -4.366 1.293 1.139  -0.382
O: -5.003 0.052 1.172  0.151
C: -6.409 0.051 1.190  -0.915
N: -2.623 2.696 2.019  -0.252
H: -4.360 2.287 3.918  0.388
H: -3.233 0.982 4.390  0.412
H: -4.777 0.624 3.655  0.272
H: -2.485 0.725 2.095  -0.667
H: -3.892 1.526 0.176  -0.554
H: -5.093 2.113 1.255  0.631
H: -6.756 -0.918 0.847  0.252
H: -6.817 0.878 0.594  0.197
H: -6.810 0.286 2.186  0.296
H: -3.262 3.466 1.833  0.209
H: -2.071 3.030 2.799  0.311
C: 6.552 -0.102 -2.250  -1.638
C: 5.103 -0.107 -1.762  0.485
C: 4.009 0.352 -2.703  0.063
O: 4.044 1.729 -2.903  -0.489
C: 2.812 2.304 -3.275  -0.517
N: 4.804 -1.485 -1.322  -0.143
H: 6.612 -0.718 -3.153  0.268
H: 7.228 -0.366 -1.446  0.427
H: 6.788 0.884 -2.666  0.417
H: 5.091 0.559 -0.883  0.246
H: 3.011 0.081 -2.316  -0.108
H: 4.102 -0.283 -3.606  0.105
H: 2.376 1.758 -4.119  0.435
H: 2.965 3.333 -3.585  0.151
H: 2.120 2.246 -2.429  0.238
H: 3.882 -1.538 -0.894  -0.322
H: 5.450 -1.694 -0.567  0.260
C: -5.324 0.410 -3.107  -1.079
C: -6.317 1.410 -2.498  0.618
C: -5.611 2.727 -2.179  0.743
O: -6.525 3.571 -1.527  -0.476
C: -5.892 4.670 -0.880  -0.469
N: -7.446 1.541 -3.453  -0.809
H: -4.872 0.831 -4.006  0.358
H: -5.774 -0.573 -3.228  0.376
H: -4.497 0.222 -2.411  0.038
H: -6.753 0.975 -1.597  -0.147
H: -5.238 3.141 -3.124  0.254
H: -4.776 2.417 -1.536  -0.605
H: -5.677 5.476 -1.593  0.296
H: -4.996 4.333 -0.362  0.019
H: -6.658 5.126 -0.249  0.309
H: -7.048 1.770 -4.363  0.328
H: -7.917 2.407 -3.184  0.283
C: 4.658 -1.969 3.225  -0.721
C: 5.022 -3.437 3.341  0.412
C: 4.660 -4.052 4.661  0.192
O: 5.394 -3.465 5.763  -0.414
C: 4.691 -3.700 6.979  -0.783
N: 4.436 -4.303 2.311  -0.738
H: 5.116 -1.351 3.999  0.483
H: 3.578 -1.856 3.403  -0.205
H: 4.837 -1.570 2.228  0.167
H: 6.104 -3.508 3.165  0.405
H: 4.830 -5.124 4.772  0.390
H: 3.595 -3.850 4.805  -0.555
H: 4.009 -2.891 7.255  0.260
H: 5.464 -3.835 7.734  0.290
H: 4.073 -4.601 6.940  0.350
H: 3.500 -3.977 2.090  0.380
H: 4.941 -4.212 1.437  0.285
C: 0.131 6.489 -3.786  -1.274
C: 0.604 5.235 -4.503  0.416
C: -0.176 4.011 -4.001  0.066
O: -1.520 4.172 -4.371  -0.474
C: -2.409 3.146 -3.972  -0.198
N: 0.482 5.324 -5.960  -0.772
H: 0.106 6.352 -2.703  0.251
H: -0.859 6.820 -4.105  0.249
H: 0.798 7.323 -4.028  0.411
H: 1.639 4.994 -4.245  0.065
H: -0.123 3.927 -2.909  -0.157
H: 0.304 3.115 -4.424  0.521
H: -2.477 2.979 -2.894  -0.111
H: -2.030 2.274 -4.521  0.375
H: -3.405 3.359 -4.354  0.132
H: 0.680 6.276 -6.251  0.279
H: -0.500 5.180 -6.185  0.321
C: 3.228 -5.505 -1.944  -1.336
C: 3.809 -4.769 -3.136  0.449
C: 2.760 -3.747 -3.654  -0.151
O: 3.252 -2.932 -4.684  -0.238
C: 3.590 -3.557 -5.902  -0.855
N: 5.115 -4.156 -2.826  -0.759
H: 3.961 -6.168 -1.486  0.366
H: 2.331 -6.079 -2.190  0.425
H: 2.924 -4.783 -1.178  -0.009
H: 3.967 -5.494 -3.948  0.357
H: 2.568 -3.074 -2.815  -0.277
H: 1.846 -4.291 -3.922  0.514
H: 2.767 -4.218 -6.208  0.324
H: 4.476 -4.197 -5.828  0.337
H: 3.720 -2.760 -6.627  0.239
H: 4.879 -3.390 -2.169  0.376
H: 5.183 -3.504 -3.622  0.363
C: 0.782 0.271 6.927  0.435
O: 1.078 1.257 7.582  -0.683
N: 1.180 0.159 5.611  -0.204
N: 0.093 -0.804 7.376  -0.314
H: 0.924 -0.522 4.919  0.211
H: 1.673 0.982 5.310  0.178
H: -0.059 -1.034 8.341  0.240
H: 0.003 -1.614 6.785  0.124
C: 0.952 -4.287 6.280  0.682
O: 1.371 -4.823 7.293  -0.690
N: -0.127 -4.749 5.559  -0.376
N: 1.536 -3.175 5.721  -0.080
H: -0.686 -5.446 6.014  0.224
H: -0.493 -4.177 4.821  0.180
H: 2.276 -2.720 6.221  0.044
H: 1.390 -3.026 4.735  0.175
C: -4.405 -3.375 1.009  0.554
O: -5.210 -3.260 1.924  -0.651
N: -3.607 -2.369 0.592  -0.091
N: -4.312 -4.553 0.293  -0.467
H: -2.962 -2.386 -0.175  0.137
H: -3.725 -1.497 1.090  0.117
H: -3.799 -4.671 -0.561  0.184
H: -5.128 -5.138 0.352  0.237
C: -1.869 6.024 -0.040  0.488
O: -2.033 7.219 0.210  -0.747
N: -2.287 5.473 -1.229  0.015
N: -1.280 5.149 0.801  -0.114
H: -1.959 4.550 -1.465  -0.181
H: -2.403 6.143 -1.969  0.235
H: -0.913 4.305 0.391  0.068
H: -1.003 5.488 1.702  0.217

Properties
E_HOMO	-7.3088	eV
ΔE to the lowest compared entry with this formula, charge and spin	0.000	eV
Kohn-Sham gap	9.00	eV
total charge	-1
energy	-3414.6394	Eh

Below is a structure of composition C16H16BN2O6RhSi at a distorted geometry, with properties calculated with ωB97M-V with the def2-TZVPD basis set.

Last column: Mulliken charge in e.
CARTESIAN COORDINATES (ANGSTROEM)
Rh: 0.297 0.592 1.137  0.666
O: -0.468 3.200 6.039  -0.572
C: -0.911 4.006 5.099  0.405
O: -1.403 5.160 5.388  -0.682
C: -0.858 3.580 3.743  0.476
C: -1.286 4.264 2.605  -0.198
N: -1.013 3.502 1.550  -0.215
N: -0.422 2.343 1.887  -0.255
C: -0.342 2.354 3.257  -0.502
C: 0.122 1.171 3.919  1.041
O: 0.243 1.128 5.156  -0.743
O: 0.393 0.185 3.116  -0.707
H: -0.185 2.280 5.657  0.447
H: -1.761 5.227 2.519  0.537
H: -1.239 3.680 0.584  0.091
C: 0.704 -4.436 -1.913  -0.969
Si: 1.641 -3.968 -0.341  -0.046
C: 3.497 -3.887 -0.677  -0.958
C: 1.311 -5.209 1.034  -0.940
C: 1.075 -2.267 0.101  -1.037
C: 0.745 -1.127 0.416  1.096
H: 1.027 -5.414 -2.278  0.306
H: 0.877 -3.701 -2.700  0.316
H: -0.369 -4.480 -1.722  0.318
H: 3.861 -4.856 -1.025  0.305
H: 4.039 -3.622 0.232  0.319
H: 3.725 -3.139 -1.438  0.309
H: 1.641 -6.204 0.728  0.305
H: 0.248 -5.263 1.275  0.316
H: 1.848 -4.938 1.944  0.319
O: -1.766 0.561 -1.280  -0.428
B: -0.546 0.854 -0.702  0.817
O: 0.261 1.552 -1.606  -0.490
C: -0.468 1.646 -2.767  0.490
C: -0.123 2.214 -3.973  -0.756
C: -1.074 2.147 -4.988  -0.553
C: -2.312 1.547 -4.785  -0.474
C: -2.657 0.985 -3.560  -0.816
C: -1.707 1.043 -2.566  0.797
H: 0.839 2.686 -4.117  0.456
H: -0.839 2.567 -5.957  0.382
H: -3.023 1.511 -5.600  0.385
H: -3.620 0.524 -3.388  0.444

Properties
E_HOMO (spin up / spin down)	-6.0560 / -9.3419	eV
2S+1	5
ΔE to the lowest compared entry with this formula, charge and spin	2.572	eV
Kohn-Sham gap (spin up / spin down)	6.01 / 4.99	eV
<S²>	6.048
energy	-1605.0332	Eh

Below is the ion C5H14NSe with charge +1 at a distorted geometry, with properties calculated with ωB97M-V with the def2-TZVPD basis set.

Last column: Mulliken charge in e.
CARTESIAN COORDINATES (ANGSTROEM)
C: 1.601 -0.514 -0.120  -1.182
C: -0.781 1.547 -1.760  -0.754
C: 0.383 2.048 0.473  -0.920
C: -0.938 -2.960 1.349  -0.909
C: 0.039 -0.251 -0.084  -0.497
N: -0.453 1.173 -0.283  0.071
Se: -0.730 -0.971 1.697  0.170
H: 1.970 -0.575 0.959  0.329
H: 2.189 0.141 -0.779  0.386
H: 1.749 -1.507 -0.546  0.400
H: -0.724 2.628 -1.787  0.332
H: 0.003 1.043 -2.442  0.310
H: -1.637 0.943 -2.065  0.375
H: 1.388 2.191 0.174  0.411
H: -0.149 2.978 0.518  0.419
H: 0.577 1.804 1.578  0.316
H: -0.004 -3.569 1.508  0.307
H: -1.769 -3.260 2.096  0.297
H: -1.118 -3.183 0.388  0.366
H: -0.268 -0.866 -0.942  0.473
H: -1.329 1.159 0.067  0.299

Properties
E_HOMO	-12.5354	eV
ΔE to the lowest compared entry with this formula, charge and spin	0.283	eV
Kohn-Sham gap	9.58	eV
total charge	+1
energy	-2654.7616	Eh

Below is the molecule C3H9N5O at a distorted geometry, with properties calculated with ωB97M-V with the def2-TZVPD basis set.

Last column: Mulliken charge in e.
CARTESIAN COORDINATES (ANGSTROEM)
C: 1.028 -1.468 0.208  -0.711
N: -0.729 0.306 -0.056  0.433
C: 0.238 1.195 -0.523  0.255
C: -0.508 -1.014 0.301  0.707
N: -1.839 0.904 0.646  -0.893
N: 0.782 0.913 -1.736  -0.399
O: 1.800 -0.997 1.292  -0.513
N: 0.599 2.268 0.110  -0.694
N: -1.422 -1.807 0.765  -0.831
H: 1.803 -0.019 1.242  0.379
H: -2.338 1.537 0.019  0.224
H: -2.501 0.127 0.791  0.307
H: 1.413 1.624 -2.093  0.253
H: 0.173 0.613 -2.488  0.246
H: 0.003 2.297 0.952  0.339
H: -1.016 -2.700 1.064  0.248
H: 1.014 -2.560 0.249  0.358
H: 1.499 -1.218 -0.744  0.293

Properties
E_HOMO	-8.7880	eV
ΔE to the lowest compared entry with this formula, charge and spin	1.226	eV
Kohn-Sham gap	9.47	eV
energy	-468.6811	Eh

Below is the ion C6H14NO with charge +1 at a distorted geometry, with properties calculated with ωB97M-V with the def2-TZVPD basis set.

Last column: Mulliken charge in e.
CARTESIAN COORDINATES (ANGSTROEM)
O: -0.901 -1.731 -2.157  -0.458
C: -0.690 -0.612 -2.536  -0.111
C: -0.256 0.475 -1.571  -0.492
C: 0.825 -0.064 -0.623  -0.628
C: 1.272 0.927 0.445  -0.873
C: 0.172 1.488 1.362  -0.485
C: -0.617 0.433 2.163  -0.672
N: 0.116 -0.887 2.320  -0.167
H: -0.859 -0.290 -3.578  0.356
H: -1.162 0.723 -1.018  0.280
H: 0.115 1.362 -2.093  0.370
H: 0.508 -1.051 -0.255  0.221
H: 1.695 -0.310 -1.231  0.455
H: 1.756 1.760 -0.050  0.423
H: 2.069 0.465 1.042  0.347
H: -0.550 1.983 0.733  0.360
H: 0.637 2.146 2.086  0.372
H: -0.754 0.776 3.180  0.389
H: -1.612 0.192 1.780  0.358
H: 0.179 -1.381 1.430  0.190
H: 1.086 -0.711 2.599  0.349
H: -0.342 -1.461 3.024  0.416

Properties
E_HOMO	-13.0607	eV
ΔE to the lowest compared entry with this formula, charge and spin	0.607	eV
Kohn-Sham gap	9.46	eV
total charge	+1
energy	-366.7449	Eh